Density functional theory data (ωB97M-V with the def2-TZVPD basis set) for a structure of composition C26H78O26 in a non-equilibrium geometry.

Summary:
- E_HOMO: -9.0 eV
- Spin multiplicity: 1
- Frontier orbital gap: 9.24 eV
- Relative energy (zero: lowest compared OMol25 entry of this formula, charge and spin): 164.1 kJ/mol

Atoms and positions in Å:
1 C -4.64 -11.81 12.65
2 C -3.24 -12.04 13.12
3 O -3.03 -13.45 13.32
4 O -5.56 -12.47 13.52
5 H -4.76 -12.13 11.61
6 H -4.85 -10.73 12.61
7 H -3.01 -11.49 14.04
8 H -2.58 -11.63 12.36
9 H -3.82 -13.74 13.82
10 H -6.32 -11.93 13.73
11 C -0.28 -15.56 14.12
12 C -0.96 -16.29 15.27
13 O -2.38 -16.37 14.92
14 O -0.18 -14.17 14.38
15 H -0.83 -15.80 13.21
16 H 0.74 -15.95 14.02
17 H -0.77 -15.79 16.22
18 H -0.68 -17.34 15.40
19 H -2.70 -17.26 15.09
20 H -1.05 -13.77 14.30
21 C -0.09 -14.68 10.35
22 C 1.35 -14.71 9.92
23 O 1.40 -14.93 8.50
24 O -0.58 -16.01 10.36
25 H -0.73 -14.03 9.75
26 H -0.12 -14.23 11.35
27 H 1.82 -15.56 10.42
28 H 1.85 -13.77 10.19
29 H 2.20 -15.42 8.31
30 H -1.28 -16.14 11.01
31 C -3.97 -17.71 11.55
32 C -3.97 -16.38 12.18
33 O -3.00 -15.57 11.60
34 O -4.03 -17.49 10.11
35 H -4.84 -18.27 11.90
36 H -3.07 -18.29 11.77
37 H -3.86 -16.47 13.27
38 H -4.96 -15.91 12.05
39 H -2.99 -14.71 12.07
40 H -4.14 -18.37 9.72
41 C -4.98 -15.21 8.12
42 C -4.77 -13.88 8.85
43 O -3.54 -13.86 9.51
44 O -5.47 -16.23 9.00
45 H -4.02 -15.50 7.68
46 H -5.71 -15.06 7.32
47 H -5.61 -13.71 9.54
48 H -4.77 -13.10 8.08
49 H -3.52 -14.54 10.20
50 H -4.73 -16.63 9.48
51 C -0.07 -19.23 10.76
52 C 1.29 -18.68 10.74
53 O 2.19 -19.63 10.10
54 O -0.60 -19.46 9.47
55 H -0.71 -18.52 11.30
56 H -0.16 -20.17 11.30
57 H 1.66 -18.38 11.73
58 H 1.31 -17.81 10.06
59 H 3.04 -19.20 10.01
60 H -0.78 -18.67 8.94
61 C -0.80 -17.77 6.05
62 C -1.33 -16.99 7.22
63 O -2.42 -17.71 7.81
64 O 0.01 -18.84 6.51
65 H -0.23 -17.11 5.40
66 H -1.66 -18.16 5.50
67 H -1.67 -15.99 6.92
68 H -0.51 -16.78 7.90
69 H -2.55 -17.33 8.69
70 H -0.46 -19.67 6.57
71 C -7.71 -15.24 12.38
72 C -8.86 -14.54 13.03
73 O -9.62 -13.89 11.98
74 O -8.05 -16.44 11.71
75 H -7.02 -15.57 13.17
76 H -7.06 -14.58 11.80
77 H -8.51 -13.72 13.66
78 H -9.47 -15.27 13.57
79 H -10.39 -13.47 12.37
80 H -8.26 -16.22 10.80
81 C -2.40 -21.92 13.69
82 C -3.40 -23.03 13.46
83 O -3.19 -23.68 12.21
84 O -2.89 -20.63 13.37
85 H -1.50 -22.13 13.08
86 H -2.01 -21.93 14.71
87 H -4.39 -22.57 13.54
88 H -3.29 -23.77 14.26
89 H -4.03 -23.67 11.74
90 H -3.28 -20.64 12.48
91 C -3.66 -21.33 9.07
92 C -3.11 -22.70 8.79
93 O -1.80 -22.66 8.19
94 O -3.09 -20.63 10.14
95 H -4.74 -21.47 9.22
96 H -3.60 -20.69 8.17
97 H -3.74 -23.26 8.10
98 H -3.02 -23.22 9.75
99 H -1.17 -22.76 8.91
100 H -2.18 -20.40 9.88
101 C -5.44 -18.91 6.55
102 C -6.28 -17.95 5.78
103 O -6.88 -18.49 4.61
104 O -6.20 -20.11 6.85
105 H -5.05 -18.48 7.46
106 H -4.60 -19.33 5.97
107 H -5.84 -16.96 5.68
108 H -7.11 -17.74 6.47
109 H -7.80 -18.65 4.80
110 H -6.39 -20.50 5.99
111 C -4.41 -14.71 17.85
112 C -4.40 -14.12 16.47
113 O -4.80 -15.04 15.47
114 O -3.18 -15.40 18.07
115 H -5.24 -15.41 17.93
116 H -4.53 -13.91 18.60
117 H -3.42 -13.67 16.28
118 H -5.11 -13.29 16.45
119 H -4.04 -15.63 15.34
120 H -3.29 -16.01 18.81
121 C -7.75 -19.80 14.95
122 C -7.00 -18.88 14.03
123 O -5.57 -19.03 14.13
124 O -7.59 -19.44 16.32
125 H -7.48 -20.86 14.84
126 H -8.82 -19.72 14.73
127 H -7.25 -17.84 14.25
128 H -7.30 -19.18 13.02
129 H -5.41 -19.88 14.54
130 H -7.22 -18.55 16.35

These are the Mulliken partial charges, in e, on atoms 1 to 99:
1 C -0.283
2 C -0.718
3 O 0.388
4 O -0.469
5 H -0.035
6 H 0.496
7 H 0.282
8 H 0.385
9 H -0.056
10 H 0.249
11 C 0.442
12 C -0.796
13 O -0.324
14 O -0.671
15 H -0.366
16 H 0.426
17 H 0.217
18 H 0.422
19 H 0.064
20 H 0.276
21 C -0.119
22 C -0.782
23 O -0.541
24 O -0.037
25 H 0.172
26 H 0.165
27 H 0.263
28 H 0.391
29 H 0.323
30 H -0.627
31 C -0.516
32 C 1.583
33 O 1.813
34 O 0.426
35 H 0.599
36 H -0.618
37 H -1.077
38 H -0.028
39 H -0.194
40 H -0.209
41 C -0.029
42 C -0.440
43 O -0.548
44 O -0.527
45 H -0.230
46 H 0.432
47 H 0.036
48 H 0.478
49 H 0.006
50 H 0.220
51 C 0.426
52 C 0.108
53 O -0.570
54 O -0.687
55 H -0.599
56 H 0.461
57 H 0.399
58 H -0.244
59 H 0.316
60 H 0.135
61 C -0.830
62 C 0.009
63 O -0.063
64 O -0.601
65 H 0.364
66 H 0.265
67 H 0.465
68 H -0.027
69 H -0.105
70 H 0.347
71 C 0.492
72 C -0.458
73 O -0.564
74 O -0.505
75 H -0.116
76 H -0.131
77 H 0.246
78 H 0.349
79 H 0.299
80 H 0.325
81 C -0.431
82 C -0.541
83 O -0.535
84 O -0.168
85 H 0.273
86 H 0.360
87 H 0.207
88 H 0.384
89 H 0.327
90 H 0.048
91 C 0.071
92 C -0.800
93 O -0.587
94 O 0.468
95 H 0.502
96 H -0.206
97 H 0.419
98 H 0.215
99 H 0.298